178
Properties=species:S:1:pos:R:3:mulliken_charge:R:1 method="wB97M-V/def2-TZVPD" homo_energy_ev=-9.63 total_charge=0 smiles="O=[N+]([O-])c1ccccc1.O=[N+]([O-])c1ccccc1.O=[N+]([O-])c1ccccc1.O=[N+]([O-])c1ccccc1.O=[N+]([O-])c1ccccc1.O=[N+]([O-])c1ccccc1.O=[N+]([O-])c1ccccc1.CCCCCC.CCCCCC.CCCCCC.CCCCCC" energy_ev=-108995.2002
O 1.783 -4.032 -0.319 -0.33
N 2.721 -4.275 0.417 1.32
O 2.931 -3.653 1.452 -0.67
C 3.629 -5.398 0.148 -0.27
C 4.540 -5.757 1.117 -0.19
C 5.387 -6.845 0.902 -0.87
C 5.282 -7.542 -0.287 -0.36
C 4.340 -7.212 -1.259 -0.63
C 3.479 -6.150 -1.015 0.06
H 4.631 -5.160 2.013 0.51
H 6.132 -7.212 1.592 0.40
H 5.976 -8.353 -0.473 0.38
H 4.275 -7.776 -2.177 0.47
H 2.731 -5.909 -1.757 0.28
O 0.638 -4.531 4.394 -0.61
N 0.682 -5.353 3.517 1.12
O 1.400 -6.324 3.485 -0.65
C -0.188 -5.135 2.359 -0.69
C -0.054 -5.941 1.220 -0.02
C -0.873 -5.728 0.113 -0.53
C -1.774 -4.679 0.112 -0.34
C -1.849 -3.832 1.196 -0.03
C -1.119 -4.109 2.339 -0.02
H 0.633 -6.772 1.310 0.52
H -0.787 -6.403 -0.727 0.36
H -2.433 -4.387 -0.699 0.40
H -2.450 -2.933 1.153 0.25
H -1.135 -3.464 3.211 0.20
O -0.497 2.025 -8.471 -0.62
N -0.273 1.935 -7.280 1.07
O -1.095 2.157 -6.420 -0.58
C 1.109 1.577 -6.919 -0.53
C 1.468 1.243 -5.624 1.01
C 2.787 0.958 -5.291 -0.44
C 3.730 0.870 -6.308 -0.64
C 3.347 1.153 -7.629 -0.47
C 2.055 1.556 -7.928 -0.48
H 0.661 1.318 -4.903 0.10
H 3.122 0.673 -4.304 0.29
H 4.778 0.619 -6.223 0.42
H 4.066 1.033 -8.427 0.40
H 1.825 1.749 -8.965 0.47
O -4.459 -1.422 -0.616 -0.58
N -4.988 -1.451 -1.715 1.06
O -6.196 -1.365 -1.870 -0.63
C -4.180 -1.435 -2.958 -0.37
C -4.890 -1.466 -4.163 -0.63
C -4.148 -1.430 -5.344 -0.66
C -2.778 -1.210 -5.283 -0.92
C -2.094 -1.067 -4.085 -0.40
C -2.819 -1.174 -2.909 0.52
H -5.940 -1.713 -4.196 0.48
H -4.720 -1.398 -6.260 0.37
H -2.161 -1.120 -6.170 0.43
H -1.033 -0.866 -4.110 0.86
H -2.401 -1.168 -1.907 0.32
O 0.001 -3.418 -2.930 -0.44
N 0.978 -3.231 -3.623 1.02
O 1.378 -2.140 -3.984 -0.38
C 1.729 -4.407 -4.045 0.09
C 2.965 -4.289 -4.655 -0.35
C 3.651 -5.435 -5.079 -0.60
C 3.057 -6.664 -5.016 -0.57
C 1.783 -6.779 -4.454 -0.41
C 1.188 -5.671 -3.879 -0.44
H 3.403 -3.306 -4.763 0.52
H 4.603 -5.227 -5.549 0.44
H 3.524 -7.552 -5.423 0.45
H 1.242 -7.712 -4.383 0.40
H 0.202 -5.804 -3.453 0.34
O -1.805 -0.161 8.113 -0.61
N -2.686 0.575 7.764 1.17
O -3.063 1.527 8.404 -0.63
C -3.385 0.320 6.491 -0.30
C -2.958 -0.654 5.616 -0.30
C -3.553 -0.777 4.374 -0.09
C -4.638 0.002 4.025 -0.59
C -5.130 0.964 4.927 -0.56
C -4.448 1.136 6.123 -0.45
H -2.044 -1.185 5.856 0.63
H -3.112 -1.467 3.665 0.43
H -5.067 0.038 3.031 0.42
H -6.026 1.531 4.723 0.44
H -4.808 1.919 6.778 0.40
O -0.140 -1.484 4.002 -0.21
N 0.672 -1.095 4.822 0.98
O 0.467 -1.020 6.007 -0.61
C 1.960 -0.658 4.298 -0.54
C 2.438 -1.132 3.088 0.50
C 3.695 -0.837 2.646 -0.49
C 4.449 0.110 3.357 -0.67
C 3.991 0.585 4.573 -1.10
C 2.727 0.213 5.049 -0.11
H 1.766 -1.704 2.460 0.26
H 4.017 -1.295 1.723 0.28
H 5.432 0.366 2.979 0.63
H 4.537 1.339 5.123 0.44
H 2.371 0.753 5.913 0.40
C -0.619 5.473 1.178 -0.62
C 0.906 5.187 1.177 -0.73
C 1.201 3.833 1.810 1.07
C 2.598 3.304 1.427 0.07
C 3.830 3.939 2.048 -0.51
C 5.172 3.453 1.496 -1.07
H -0.942 5.507 2.221 0.32
H -1.051 4.591 0.707 -0.39
H -0.780 6.422 0.674 0.46
H 1.191 5.152 0.119 0.30
H 1.420 6.016 1.663 0.45
H 0.417 3.108 1.584 -0.91
H 1.202 3.940 2.903 0.06
H 2.667 2.245 1.710 -0.22
H 2.617 3.389 0.335 0.24
H 3.749 5.021 1.885 0.42
H 3.865 3.807 3.134 0.30
H 5.189 3.555 0.410 0.34
H 5.952 4.078 1.933 0.41
H 5.408 2.429 1.790 0.03
C -5.122 4.744 -3.100 -1.21
C -3.713 4.878 -3.710 -0.61
C -2.980 3.570 -3.970 -1.00
C -2.319 2.888 -2.756 0.88
C -1.136 3.632 -2.170 1.09
C 0.139 3.744 -3.010 -1.29
H -5.138 4.127 -2.202 0.23
H -5.751 4.323 -3.885 0.30
H -5.430 5.739 -2.779 0.40
H -3.669 5.428 -4.652 0.43
H -3.191 5.529 -2.998 0.23
H -2.117 3.754 -4.618 0.19
H -3.618 2.916 -4.569 0.62
H -3.028 2.743 -1.938 0.07
H -1.905 1.927 -3.083 -0.58
H -1.371 4.654 -1.851 0.46
H -0.875 3.100 -1.250 -0.97
H 0.072 4.236 -3.982 0.41
H 0.995 4.167 -2.483 0.39
H 0.464 2.727 -3.269 -0.04
C -4.079 3.886 2.031 -0.87
C -3.501 4.094 3.445 -1.02
C -2.391 3.086 3.741 3.20
C -1.742 3.394 5.079 -1.08
C -0.640 2.375 5.422 1.42
C 0.190 2.820 6.642 -1.36
H -4.384 2.843 1.912 0.05
H -3.403 4.229 1.250 0.03
H -5.029 4.419 1.926 0.49
H -3.107 5.112 3.515 0.43
H -4.334 3.978 4.143 0.43
H -1.701 3.144 2.894 -1.34
H -2.909 2.124 3.756 -0.94
H -1.264 4.378 5.053 0.48
H -2.608 3.467 5.744 0.34
H -1.097 1.396 5.570 -0.87
H -0.024 2.258 4.523 0.01
H 0.497 3.863 6.652 0.37
H -0.425 2.546 7.499 0.31
H 1.088 2.203 6.669 0.23
C 3.237 -0.957 -1.525 -0.99
C 2.134 0.075 -1.336 1.10
C 0.948 -0.501 -0.554 1.26
C -0.170 0.492 -0.330 1.66
C -1.233 -0.096 0.587 1.85
C -2.417 0.821 0.881 -0.13
H 3.799 -1.195 -0.619 0.11
H 4.008 -0.576 -2.205 0.50
H 2.880 -1.890 -1.960 -0.16
H 2.441 0.902 -0.686 -0.27
H 1.867 0.480 -2.314 -0.48
H 1.318 -0.876 0.403 -0.97
H 0.546 -1.349 -1.123 -0.26
H 0.217 1.375 0.195 -0.33
H -0.627 0.780 -1.280 -0.77
H -1.614 -1.026 0.143 -1.22
H -0.809 -0.465 1.527 -0.30
H -2.682 1.543 0.109 -0.70
H -3.252 0.177 1.161 0.27
H -2.193 1.398 1.781 -0.17